{
  "formula": "C3H7N2O",
  "method": "ωB97M-V/def2-TZVPD",
  "symbols": ["C", "C", "N", "C", "N", "H", "H", "H", "H", "H", "H", "H", "O"],
  "xyz": [[0.84995, -0.35868, 0.60287], [1.81630, -0.42599, -0.42052], [1.13994, -0.48253, -1.54827], [-0.18826, -0.55251, -1.30371], [-0.31619, -0.20634, 0.03271], [1.08110, -0.34161, 1.73101], [2.90021, -0.73698, -0.54347], [1.36676, -0.60551, -2.49193], [-0.91994, -0.89722, -1.97767], [-1.03559, 0.47185, 0.39263], [-2.33607, 1.15732, 2.59282], [-2.32401, 1.94783, 1.33776], [-2.03421, 1.03037, 1.59577]],
  "forces_ev_per_a": [[5.14, 0.99, 2.23], [2.35, -1.32, 2.09], [-4.50, -1.36, -0.87], [1.49, 2.51, 2.06], [-2.43, -0.92, -2.95], [-0.75, 0.33, -2.17], [-1.45, 0.96, 1.05], [1.50, -0.40, -1.30], [-0.90, 0.47, -0.70], [-0.14, -1.71, 0.48], [1.18, -1.17, -2.70], [0.43, -1.13, -0.32], [-1.92, 2.76, 3.08]],
  "e_lumo_ev": -3.796,
  "homo_ev": -13.9369,
  "relative_energy_kcal_mol": 39.2,
  "orbital_gap_ev": 10.141,
  "total_charge": 1
}

{
  "formula": "C26H44N3O13",
  "method": "ωB97M-V/def2-TZVPD",
  "symbols": ["C", "C", "O", "O", "H", "H", "H", "C", "C", "C", "O", "C", "N", "H", "H", "H", "H", "H", "H", "H", "H", "H", "H", "H", "C", "C", "C", "O", "C", "N", "H", "H", "H", "H", "H", "H", "H", "H", "H", "H", "H", "C", "C", "C", "O", "C", "N", "H", "H", "H", "H", "H", "H", "H", "H", "H", "H", "H", "C", "C", "C", "O", "C", "C", "C", "O", "O", "O", "H", "H", "H", "H", "C", "C", "C", "O", "C", "C", "C", "O", "O", "O", "H", "H", "H", "H"],
  "xyz": [[0.35800, 1.97692, 0.66256], [-0.61264, 2.33853, -0.40440], [-1.81214, 2.22947, -0.12504], [-0.23222, 2.48777, -1.57701], [0.39793, 2.74319, 1.43673], [1.36045, 2.18204, 0.28691], [0.28627, 1.00230, 1.14534], [9.09468, -0.27570, 3.26839], [8.33325, -1.41966, 2.71133], [6.86343, -1.06276, 2.23458], [6.05197, -2.05035, 1.63994], [5.94596, -2.08924, 0.24901], [9.07469, -1.93417, 1.56563], [9.38015, 0.48488, 2.54167], [10.01206, -0.78538, 3.56290], [8.60305, 0.26737, 4.07552], [8.33819, -2.25233, 3.41471], [6.89985, -0.15118, 1.63811], [6.32097, -0.75504, 3.12853], [6.90377, -2.18936, -0.26154], [5.39708, -1.24813, -0.17449], [5.30814, -2.90675, -0.08708], [9.92486, -2.35453, 1.91292], [8.49986, -2.67594, 1.19222], [0.39355, -5.91136, 2.50032], [-0.04474, -7.38509, 2.59064], [1.01975, -8.50220, 2.29505], [0.51794, -9.83194, 2.58291], [0.61419, -10.75963, 1.49746], [-0.53295, -7.69601, 3.93005], [1.12126, -5.71135, 3.28680], [-0.43244, -5.27005, 2.80782], [0.86869, -5.69483, 1.54352], [-0.81313, -7.46447, 1.82162], [1.85674, -8.34919, 2.97634], [1.40627, -8.44223, 1.27764], [0.32944, -11.75792, 1.82976], [1.67780, -10.80526, 1.26347], [-0.05944, -10.44304, 0.70116], [-0.48726, -8.70493, 3.94049], [0.09794, -7.52874, 4.70082], [-6.53403, -2.95562, -2.82885], [-5.73119, -2.19468, -1.83994], [-4.21555, -2.47975, -1.72170], [-3.52668, -2.11532, -2.93015], [-2.13708, -2.44427, -2.89108], [-5.98587, -0.71890, -1.89672], [-7.57255, -2.62902, -2.77503], [-6.37414, -4.02797, -2.71661], [-6.17154, -2.61490, -3.79870], [-6.13730, -2.46247, -0.86450], [-4.16228, -3.56618, -1.65124], [-3.81555, -2.03724, -0.80941], [-1.51472, -2.01517, -2.10582], [-1.64944, -2.29387, -3.85425], [-1.99667, -3.51597, -2.75024], [-6.97751, -0.84006, -1.74818], [-5.67409, -0.35911, -1.00596], [0.61840, 6.53330, -9.42476], [1.25616, 7.61453, -9.88031], [2.48189, 8.25108, -9.11263], [3.30099, 9.01762, -9.55385], [2.50412, 7.74787, -7.74636], [1.75703, 6.72958, -7.21942], [0.78860, 5.97310, -8.04731], [0.17813, 5.05970, -7.61575], [1.95875, 6.32715, -5.91017], [0.92760, 8.25092, -10.99496], [-0.19414, 6.11709, -10.00178], [3.38541, 8.07251, -7.21314], [1.29092, 5.69514, -5.63418], [1.70870, 8.68212, -11.34931], [-6.05207, 7.41901, 5.19352], [-6.43793, 7.30341, 6.42789], [-6.07646, 6.14161, 7.33193], [-6.37018, 6.04625, 8.53871], [-5.21199, 5.12701, 6.59349], [-4.81262, 5.28510, 5.31490], [-5.31827, 6.46189, 4.43470], [-5.04006, 6.57021, 3.28187], [-4.23131, 4.25267, 4.71309], [-7.28081, 8.24574, 6.92130], [-6.56451, 8.27971, 4.78977], [-4.98706, 4.21966, 7.13434], [-4.24165, 4.39199, 3.76330], [-7.39299, 8.15053, 7.86996]],
  "forces_ev_per_a": [[2.29, 1.41, 0.96], [-1.49, -1.76, -1.59], [-1.74, 0.35, 1.59], [1.70, 0.82, -0.74], [-0.83, 0.00, 0.56], [0.35, -0.85, -0.40], [-0.28, 0.02, -0.33], [0.45, 0.54, 0.28], [-1.81, -0.81, -1.62], [0.58, 0.67, 1.00], [0.39, -0.72, 0.55], [-0.25, 0.17, -1.03], [-0.11, 0.15, -0.61], [-0.19, -0.22, -0.37], [0.32, 0.67, 0.65], [0.11, -0.38, 0.32], [-0.73, 0.24, 0.71], [0.21, -0.02, -0.47], [-0.03, -0.08, 0.23], [0.15, 0.11, 0.00], [0.28, 0.65, 0.21], [0.18, -0.48, 0.61], [0.22, -0.18, -0.17], [0.20, -0.33, -0.28], [0.77, -1.00, 0.87], [1.08, -0.26, 0.19], [0.05, 0.48, -0.18], [-0.35, 0.47, -0.12], [0.29, 0.68, 0.85], [-1.03, -0.71, 0.00], [0.43, -0.08, -0.02], [-0.19, -0.02, -0.72], [-0.39, 0.33, -0.01], [-0.55, -0.47, 0.36], [0.18, 0.12, 0.06], [-0.06, -0.11, -0.21], [-0.20, 0.19, 0.27], [-0.08, -0.10, -0.83], [0.36, -0.10, -0.39], [-0.89, -0.47, 0.13], [0.58, 1.04, -0.26], [0.70, 0.67, -1.27], [1.51, 1.15, 2.11], [-0.83, -0.65, -1.65], [0.60, 0.26, 0.86], [-0.04, -0.99, -0.16], [-0.62, -1.42, -0.53], [-0.16, -0.46, 0.15], [-0.33, 0.04, -0.05], [-0.10, -0.38, -0.39], [0.28, -0.67, 0.48], [0.34, -0.38, 0.38], [0.22, 0.31, -0.14], [-0.46, 0.75, 0.12], [-0.44, 0.67, -0.06], [-0.34, -0.54, 0.20], [-0.72, 1.29, -0.17], [0.40, 0.38, 0.09], [-0.48, -0.19, 0.40], [1.78, 0.79, 0.67], [-1.94, -2.04, 0.83], [-0.48, 0.08, -0.80], [0.72, -1.04, 0.98], [1.46, 0.77, 1.62], [0.74, 2.52, -1.87], [-1.12, -1.91, 0.87], [0.20, 1.13, -2.08], [-0.58, -0.30, -0.89], [-0.05, -0.08, -0.08], [-0.18, 0.28, 0.53], [-0.41, -0.49, -0.20], [0.33, 0.46, 0.03], [-1.12, 1.44, -1.30], [-1.27, -0.43, 3.32], [1.69, -1.22, 0.58], [0.12, 0.64, -2.80], [-0.96, 1.24, 1.12], [-1.56, -0.58, -0.17], [1.13, -0.69, 2.02], [0.27, -0.47, -1.33], [0.32, 0.23, 0.07], [0.33, -0.07, -0.24], [0.56, 0.15, -1.04], [0.14, -0.03, 0.00], [0.30, 0.16, -0.63], [0.07, -0.39, 0.37]],
  "e_lumo_ev": 0.054,
  "homo_ev": -3.4682,
  "orbital_gap_ev": 3.522,
  "total_charge": -1
}

{
  "formula": "CClN5O2",
  "method": "ωB97M-V/def2-TZVPD",
  "symbols": ["C", "N", "N", "N", "N", "N", "O", "O", "Cl"],
  "xyz": [[-0.09744, -0.50575, 0.94464], [0.02362, 0.19539, -0.22170], [-0.63456, 0.19443, 1.88401], [-0.31104, 1.45216, 0.12299], [-0.64423, 1.36762, 1.33305], [0.74882, -0.48915, -1.56424], [0.74245, 0.25839, -2.45103], [1.17073, -1.52864, -1.26023], [-0.95369, -3.28374, 1.15229]],
  "forces_ev_per_a": [[-0.79, -1.61, -1.14], [0.55, -2.06, 1.01], [1.22, -2.76, 0.32], [0.79, -0.13, -2.02], [-1.68, 4.56, 1.09], [-0.71, 1.93, 2.49], [0.09, -0.12, -1.06], [0.16, -0.77, -0.55], [0.38, 0.96, -0.13]],
  "e_lumo_ev": [-2.745, -3.967],
  "homo_ev": [-11.1140, -11.1902],
  "relative_energy_kcal_mol": 91.5,
  "orbital_gap_ev": [8.369, 7.223],
  "total_charge": 0
}

Number 1: total energy -302.97750 Eh. Number 2: total energy -2159.32358 Eh. Number 3: total energy -922.19562 Eh.